(1)
{"formula": "C17H33N5O2P", "method": "wB97M-V/def2-TZVPD", "charge": -1, "homo_ev": -1.89, "multiplicity": 1, "symbols": ["C", "P", "O", "N", "O", "H", "H", "H", "H", "H", "C", "C", "C", "C", "N", "H", "H", "H", "H", "H", "H", "H", "C", "C", "C", "C", "N", "H", "H", "H", "H", "H", "H", "H", "C", "C", "C", "C", "N", "H", "H", "H", "H", "H", "H", "H", "C", "C", "C", "C", "N", "H", "H", "H", "H", "H", "H", "H"], "positions_angstrom": [[-0.480060, 4.405111, -3.108974], [-1.123087, 2.717294, -2.590639], [-0.114619, 1.777907, -3.572821], [-2.525623, 2.503595, -3.445035], [-3.403380, 3.490359, -2.679670], [-0.898849, 4.641154, -4.093636], [-0.772717, 5.165883, -2.377773], [0.614985, 4.375765, -3.154327], [0.680893, 1.644062, -3.045071], [-3.715469, 2.960763, -1.935798], [1.427942, 9.716641, -5.347029], [0.629600, 8.434323, -5.534628], [0.167876, 7.822211, -4.209946], [1.284380, 7.451769, -3.341888], [2.168425, 7.142184, -2.675477], [2.334962, 9.526664, -4.770956], [1.718371, 10.143955, -6.307483], [0.842829, 10.466524, -4.809481], [1.224803, 7.693664, -6.072162], [-0.259113, 8.624994, -6.139263], [-0.417128, 6.913676, -4.371435], [-0.467359, 8.522787, -3.662198], [3.180208, -2.561075, -0.881321], [1.691250, -2.315166, -1.059901], [1.379674, -1.182393, -2.041701], [1.910302, 0.108201, -1.602163], [2.231885, 1.148609, -1.228323], [3.677427, -1.671694, -0.488492], [3.348395, -3.387242, -0.190596], [3.654836, -2.812006, -1.833029], [1.231285, -2.072228, -0.099211], [1.198920, -3.220869, -1.416062], [0.302922, -1.045782, -2.165007], [1.789081, -1.397513, -3.031405], [1.452749, -2.226788, 3.588004], [0.475596, -3.358284, 3.868355], [1.041964, -4.731811, 3.489437], [1.343196, -4.838922, 2.061528], [1.534529, -4.903890, 0.929931], [1.687860, -2.156977, 2.524386], [1.035393, -1.269819, 3.898410], [2.390276, -2.374947, 4.128869], [-0.457397, -3.193300, 3.325304], [0.216090, -3.393587, 4.926412], [0.340393, -5.531383, 3.737149], [1.962162, -4.924199, 4.046542], [-2.402971, -7.231911, 5.352928], [-3.762155, -6.547993, 5.327452], [-3.691630, -5.124898, 4.763438], [-2.825120, -4.251328, 5.556373], [-2.144157, -3.563708, 6.176732], [-1.706334, -6.691951, 5.996464], [-2.485380, -8.251986, 5.727133], [-1.970480, -7.278825, 4.350947], [-4.187090, -6.509444, 6.332272], [-4.460370, -7.113640, 4.708347], [-4.680025, -4.664587, 4.723772], [-3.302827, -5.140821, 3.742089]], "forces_ev_per_angstrom": [[0.14, 0.06, 0.00], [-0.09, 0.09, 0.00], [0.07, 0.00, 0.10], [-0.20, 0.07, 0.02], [0.14, -0.19, -0.01], [0.01, -0.05, 0.00], [-0.06, -0.06, -0.06], [-0.06, 0.04, 0.02], [0.00, 0.01, -0.08], [-0.05, 0.03, -0.04], [0.00, 0.00, 0.00], [0.01, -0.04, 0.03], [-0.12, -0.09, 0.04], [0.21, -0.12, 0.15], [-0.07, 0.21, -0.13], [0.00, 0.01, 0.00], [0.01, 0.00, 0.00], [0.00, 0.00, 0.00], [0.00, 0.02, -0.01], [0.00, 0.00, 0.00], [0.00, 0.03, 0.00], [0.01, 0.00, -0.01], [0.05, 0.01, 0.03], [-0.08, 0.09, -0.01], [-0.02, -0.01, -0.10], [-0.13, 0.37, 0.21], [0.19, -0.39, -0.12], [0.00, 0.00, 0.00], [0.01, 0.03, -0.03], [-0.02, 0.00, -0.01], [0.02, -0.04, 0.01], [0.02, 0.00, 0.00], [0.02, 0.01, -0.02], [0.00, -0.02, 0.01], [0.01, 0.02, -0.01], [0.01, -0.04, -0.01], [0.04, -0.01, 0.05], [-0.07, 0.01, -0.22], [0.00, -0.08, 0.22], [0.00, -0.01, 0.00], [0.00, 0.00, -0.01], [-0.01, 0.00, 0.00], [0.01, 0.00, -0.01], [0.00, 0.04, 0.00], [0.00, 0.03, 0.03], [-0.01, -0.01, -0.02], [0.01, -0.01, 0.00], [-0.01, 0.05, 0.00], [-0.01, 0.01, -0.05], [0.11, 0.17, 0.08], [-0.10, -0.19, -0.05], [0.00, 0.00, 0.00], [0.01, 0.00, 0.01], [-0.01, 0.00, 0.00], [0.01, -0.02, 0.00], [0.01, 0.00, 0.00], [0.00, -0.03, 0.00], [-0.01, 0.01, 0.01]]}

(2)
{"formula": "C3H5BrO", "method": "wB97M-V/def2-TZVPD", "homo_ev": -10.22, "smiles": "C[C@H](Br)C=O", "multiplicity": 1, "symbols": ["C", "C", "Br", "C", "O", "H", "H", "H", "H", "H"], "positions_angstrom": [[0.542457, -1.243957, 0.019214], [-0.252439, 0.303022, 0.511261], [-2.234791, -0.039006, 0.372629], [-0.078546, 1.448881, -0.424953], [0.071781, 2.584244, -0.056683], [-0.219912, -1.938994, -0.135599], [1.295216, -1.670853, 0.660550], [1.058429, -1.236438, -0.948320], [-0.101901, 0.566346, 1.519147], [-0.080298, 1.226751, -1.517250]], "forces_ev_per_angstrom": [[-0.21, 3.11, -0.08], [0.27, -3.89, -2.06], [0.84, 0.08, 0.07], [0.56, 0.49, -0.68], [-0.02, -0.21, 0.18], [-1.43, -0.98, 0.19], [-0.04, 0.44, 0.97], [-0.23, 0.97, -0.02], [0.40, 0.20, 1.07], [-0.15, -0.22, 0.35]]}

(3)
{"formula": "C42H43N7O4Re", "method": "wB97M-V/def2-TZVPD", "charge": 2, "homo_ev": [-12.91, -12.91], "multiplicity": 2, "s2": 0.951, "symbols": ["Re", "C", "C", "N", "C", "C", "C", "C", "C", "C", "C", "N", "C", "C", "C", "C", "C", "C", "C", "C", "N", "C", "H", "H", "H", "H", "H", "H", "H", "H", "H", "H", "H", "H", "O", "C", "C", "O", "O", "C", "C", "C", "C", "C", "C", "C", "C", "C", "C", "C", "C", "H", "H", "H", "H", "H", "H", "H", "H", "H", "H", "H", "C", "C", "C", "O", "C", "H", "H", "H", "H", "H", "H", "H", "H", "C", "N", "C", "N", "C", "N", "C", "N", "C", "C", "H", "H", "H", "H", "H", "H", "H", "H", "H", "H", "H", "H"], "positions_angstrom": [[0.383620, -0.158140, 0.073228], [-3.339918, -2.433704, 0.424153], [-2.227647, -1.780472, -0.114197], [-1.183823, -1.435345, 0.614897], [-1.153959, -1.781461, 1.932214], [-2.236494, -2.441733, 2.560765], [-3.360518, -2.742555, 1.761925], [-2.115673, -2.787251, 3.924172], [-0.958973, -2.495386, 4.602846], [0.127978, -1.867739, 3.977540], [0.054579, -1.511524, 2.643495], [1.043987, -0.966107, 1.827240], [2.265367, -1.634255, 1.722395], [3.157428, -1.991788, 2.717439], [4.316954, -2.712686, 2.395415], [4.597128, -3.107982, 1.111414], [3.726372, -2.755594, 0.057788], [3.913492, -3.102576, -1.296355], [2.989939, -2.705232, -2.233836], [1.904140, -1.921580, -1.839909], [1.722487, -1.550162, -0.584786], [2.582125, -1.987570, 0.374875], [-4.166216, -2.679741, -0.221492], [-2.202226, -1.527491, -1.163497], [-4.214940, -3.223934, 2.211563], [-2.932704, -3.296152, 4.412888], [-0.866102, -2.769119, 5.642895], [1.012383, -1.657948, 4.557083], [2.990158, -1.703570, 3.741812], [5.002324, -2.961591, 3.191649], [5.479359, -3.688845, 0.895644], [4.776292, -3.683046, -1.580189], [3.095476, -2.969284, -3.272581], [1.174154, -1.569939, -2.558796], [-0.915396, 2.405884, -0.964659], [-1.516032, 2.196444, -2.220752], [-1.302831, 0.607004, -2.535351], [-1.984383, 0.066336, -3.364338], [-0.347901, 0.138718, -1.875306], [-2.968671, 2.581842, -2.271153], [-3.791021, 2.187159, -3.323693], [-5.113485, 2.584519, -3.367631], [-5.637773, 3.391699, -2.369503], [-4.819921, 3.813602, -1.336059], [-3.499877, 3.408208, -1.276370], [-0.696690, 2.884240, -3.297219], [-0.002753, 4.040797, -2.943671], [0.772344, 4.700888, -3.875510], [0.871640, 4.219694, -5.171567], [0.168889, 3.080151, -5.533872], [-0.610172, 2.414482, -4.605025], [-1.591928, 2.410933, -0.272874], [-3.406156, 1.546246, -4.099104], [-5.744052, 2.262900, -4.179343], [-6.672987, 3.693065, -2.397759], [-5.208496, 4.471887, -0.575518], [-2.879617, 3.805791, -0.483748], [-0.084187, 4.426182, -1.940632], [1.299521, 5.594210, -3.580579], [1.494051, 4.723082, -5.894918], [0.247794, 2.685590, -6.535331], [-1.127620, 1.516841, -4.906517], [-2.240456, 1.942412, 3.526598], [-3.360247, 2.064897, 2.498014], [-2.899614, 1.058414, 1.453132], [-1.467016, 1.201059, 1.393903], [-1.012170, 1.765758, 2.638155], [-2.382365, 1.057854, 4.146710], [-2.157939, 2.813196, 4.169005], [-3.393539, 3.070071, 2.079482], [-4.337636, 1.822631, 2.901706], [-3.315004, 1.230682, 0.457687], [-3.161761, 0.046394, 1.777654], [-0.548836, 2.732376, 2.411874], [-0.269701, 1.097454, 3.080957], [3.660729, 0.773035, -0.320397], [4.668958, 1.794597, -0.244933], [4.414147, 2.828418, -1.240687], [3.100608, 3.409195, -1.004428], [2.089936, 2.387138, -1.088191], [2.282660, 1.309859, -0.071603], [2.342868, 1.978456, 1.265812], [3.355017, 2.996766, 1.332708], [4.662012, 2.405538, 1.078216], [3.085436, 4.012324, 0.321711], [3.895194, 0.015801, 0.430158], [3.688781, 0.323419, -1.316919], [4.450013, 2.393769, -2.242876], [5.179342, 3.601893, -1.157430], [2.116196, 1.934155, -2.084543], [1.112626, 2.839964, -0.929668], [2.554306, 1.214126, 2.020867], [1.370813, 2.435693, 1.462354], [4.875198, 1.646861, 1.836371], [5.428569, 3.180378, 1.123787], [3.848241, 4.789477, 0.379901], [2.106176, 4.458345, 0.511513]], "forces_ev_per_angstrom": [[-0.07, 1.05, -0.14], [-0.03, -0.13, 0.36], [-0.23, -0.03, -0.29], [-0.02, -0.12, -0.14], [0.05, -0.30, 0.78], [0.33, 0.29, -0.27], [0.14, 0.06, -0.26], [0.29, 0.10, 0.08], [-0.40, -0.17, 0.04], [0.18, 0.29, -0.67], [-1.22, -0.46, 0.60], [-0.80, 1.32, -2.15], [1.31, -0.56, -0.50], [-0.61, 0.32, -0.42], [0.30, -0.18, -0.22], [-0.11, 0.09, 0.25], [-0.52, 0.36, 0.13], [-0.23, 0.11, -0.10], [0.27, -0.11, 0.27], [-0.17, 0.00, -0.45], [-0.07, -0.01, 0.00], [0.53, -0.39, 0.70], [-0.08, 0.00, -0.09], [0.02, 0.11, -0.16], [-0.12, -0.11, 0.02], [-0.06, -0.03, 0.06], [-0.01, 0.00, 0.07], [0.08, 0.00, 0.03], [-0.04, 0.02, 0.11], [0.04, -0.05, 0.04], [0.12, -0.06, -0.02], [0.13, -0.11, -0.07], [-0.01, -0.02, -0.11], [0.03, 0.06, 0.03], [-0.13, 0.34, 0.54], [0.42, -2.01, -0.83], [-3.10, 3.46, -1.16], [0.34, -1.06, 0.21], [3.68, -2.66, 3.63], [-0.31, 0.29, 0.42], [0.07, -0.06, -0.07], [-0.10, 0.10, 0.21], [0.03, -0.02, 0.03], [-0.24, 0.01, 0.09], [0.19, -0.10, -0.34], [0.36, 0.56, 0.15], [-0.26, -0.20, -0.22], [0.10, 0.11, -0.07], [-0.03, -0.08, -0.04], [0.20, 0.12, 0.03], [-0.07, -0.09, 0.18], [0.11, -0.02, -0.16], [0.00, 0.10, -0.05], [-0.06, -0.06, -0.16], [-0.09, 0.07, -0.04], [-0.07, 0.08, 0.11], [0.08, 0.05, 0.06], [-0.01, 0.09, 0.13], [0.10, 0.12, -0.02], [0.03, 0.08, -0.06], [-0.03, 0.03, -0.11], [-0.08, -0.02, -0.01], [0.09, -0.07, -0.21], [0.28, -0.16, -0.15], [-0.81, -0.15, -0.07], [0.79, -0.31, -0.23], [0.33, 0.49, 0.60], [-0.05, -0.03, 0.07], [0.05, 0.02, 0.08], [-0.03, 0.05, -0.06], [-0.10, -0.03, -0.02], [0.08, -0.01, 0.00], [0.10, 0.03, -0.05], [-0.01, -0.12, 0.04], [0.01, 0.11, -0.05], [0.41, -0.42, -0.04], [0.54, -0.31, -0.11], [-0.07, -0.01, -0.09], [-0.03, 0.30, -0.34], [-0.35, 0.63, -0.51], [-0.93, -0.74, 0.31], [0.06, 0.24, 0.46], [-0.09, 0.14, 0.60], [-0.05, -0.09, 0.01], [-0.09, 0.05, -0.07], [-0.09, 0.10, -0.04], [-0.11, -0.02, 0.05], [0.01, 0.03, 0.04], [-0.04, -0.05, -0.06], [-0.10, -0.02, 0.10], [0.17, -0.18, -0.01], [-0.09, 0.05, -0.07], [0.00, -0.09, -0.04], [0.01, 0.03, -0.02], [-0.03, -0.06, 0.02], [-0.05, -0.01, -0.01], [0.03, 0.02, -0.02]]}

Which E belongs to each record? In order, -1433.10165 -2766.51013 -2388.32182 Eh.